Record 1
DFT (wB97M-V/def2-TZVPD) results for a 2-piece molecular cluster, C4H15N2O overall at a distorted geometry.

## Properties
**Net charge**: +1
**Maximum force**: 0.113 hartree/bohr
**ΔE to the lowest compared entry with this formula, charge and spin**: 66.92 kcal/mol
**LUMO**: -3.4 eV
**2S+1**: 1
**HOMO-LUMO gap**: 9.08 eV

Each line ends with the Löwdin charge.
Cartesian coordinates (Å):
C: 1.337 0.153 -0.633  -0.147
C: 0.453 -1.099 -0.679  -0.168
C: -0.897 -1.345 0.303  -0.181
C: -1.910 -0.341 0.045  -0.343
N: -2.128 0.064 -1.337  0.014
N: 2.277 0.155 0.552  0.190
H: 0.688 1.031 -0.614  0.100
H: 2.082 0.191 -1.474  0.149
H: 0.088 -1.235 -1.638  0.053
H: 0.986 -2.205 -0.619  0.160
H: -0.349 -1.314 1.261  0.096
H: -1.332 -2.402 0.076  0.148
H: -2.678 -1.010 0.382  0.104
H: -1.731 0.663 0.535  0.124
H: -2.251 1.060 -1.215  0.066
H: -2.985 -0.371 -1.680  0.088
H: 1.794 -0.032 1.429  0.159
H: 2.996 -0.500 0.375  0.147
H: 2.827 0.989 0.682  0.158
H: 0.297 2.209 2.120  0.043
H: -0.025 3.051 0.928  0.056
O: 0.461 2.289 1.201  -0.016

Record 2
DFT (wB97M-V/def2-TZVPD) results for C28H31BrF4HgN3SeSi as an isolated structure at a distorted geometry.

## Properties
**Net charge**: -2
**Maximum force**: 0.031 hartree/bohr
**ΔE to the lowest compared entry with this formula, charge and spin**: 14.17 kcal/mol
**LUMO (spin up / spin down)**: 4.3 / 4.3 eV
**2S+1**: 2
**HOMO-LUMO gap (spin up / spin down)**: 3.00 / 5.87 eV

Each line ends with the Löwdin charge.
Cartesian coordinates (Å):
Hg: 0.090 0.103 -0.132  1.008
C: -3.287 -0.226 2.427  -0.115
N: -2.299 0.765 2.059  -0.274
C: -2.876 2.085 2.162  -0.150
C: -1.076 0.681 2.853  -0.238
C: -0.554 -0.742 3.031  -0.277
N: -0.392 -1.449 1.782  -0.027
C: -0.349 -2.758 1.761  -0.221
C: 0.090 -3.451 0.581  -0.178
F: 0.440 -2.713 -0.508  0.011
C: 0.219 -4.811 0.477  -0.235
F: 0.679 -5.358 -0.681  0.053
C: -0.102 -5.674 1.518  0.006
C: -0.571 -5.060 2.665  -0.241
F: -0.924 -5.858 3.717  0.040
C: -0.715 -3.698 2.791  -0.128
F: -1.287 -3.296 3.973  0.022
H: -3.574 -0.159 3.494  0.087
H: -2.903 -1.221 2.223  0.068
H: -4.179 -0.080 1.816  0.076
H: -2.140 2.838 1.893  0.010
H: -3.720 2.162 1.475  0.076
H: -3.239 2.305 3.186  0.079
H: -1.233 1.091 3.869  0.119
H: -0.308 1.293 2.366  0.060
H: -1.232 -1.253 3.718  0.091
H: 0.437 -0.675 3.502  0.086
H: 0.001 -6.739 1.434  0.107
Br: -0.349 3.299 -0.115  0.681
C: -0.211 3.264 -2.040  -0.621
C: -0.419 4.501 -2.647  -0.232
C: -0.300 4.631 -4.016  -0.175
C: 0.022 3.521 -4.775  -0.115
C: 0.244 2.264 -4.175  -0.210
C: 0.594 1.172 -4.981  -0.107
C: 0.810 -0.075 -4.430  -0.164
C: 0.689 -0.259 -3.064  -0.213
C: 0.362 0.798 -2.207  -0.263
C: 0.127 2.086 -2.750  -0.268
H: -0.665 5.349 -2.026  0.058
H: -0.447 5.598 -4.480  0.074
H: 0.114 3.602 -5.850  0.078
H: 0.698 1.332 -6.047  0.083
H: 1.074 -0.906 -5.071  0.076
H: 0.859 -1.251 -2.662  0.060
C: -5.024 -1.449 -1.659  -0.082
C: -4.606 -0.115 -1.670  -0.080
C: -3.322 0.189 -1.282  -0.140
N: -2.427 -0.724 -0.881  0.053
C: -2.842 -1.997 -0.850  -0.133
C: -4.102 -2.404 -1.223  -0.076
H: -6.018 -1.734 -1.978  0.092
H: -5.281 0.668 -1.988  0.095
H: -2.972 1.213 -1.293  0.108
H: -2.115 -2.722 -0.513  0.093
H: -4.371 -3.452 -1.187  0.096
C: 5.479 2.123 2.619  -0.269
Si: 4.822 0.966 1.238  -0.025
C: 4.996 1.854 -0.447  -0.239
C: 6.060 -0.503 1.216  -0.256
Se: 2.768 0.340 1.789  0.065
H: 6.544 2.313 2.539  -0.001
H: 5.287 1.660 3.581  0.001
H: 4.958 3.073 2.610  0.005
H: 5.998 2.236 -0.620  0.003
H: 4.304 2.687 -0.513  0.013
H: 4.754 1.172 -1.256  0.014
H: 7.093 -0.170 1.290  0.001
H: 5.960 -1.090 0.308  0.007
H: 5.859 -1.164 2.053  0.002

Record 3
DFT (wB97M-V/def2-TZVPD) results for the molecule C6H6.

## Properties
**Maximum force**: 0.012 hartree/bohr
**ΔE to the lowest compared entry with this formula, charge and spin**: 89.81 kcal/mol
**LUMO**: 1.0 eV
**2S+1**: 1
**Structure (SMILES)**: C#CC#CCC
**HOMO-LUMO gap**: 10.19 eV

Each line ends with the Löwdin charge.
Cartesian coordinates (Å):
C: 3.603 0.065 0.176  0.114
C: 2.576 0.036 -0.455  -0.160
C: 1.265 -0.129 -0.854  -0.053
C: 0.103 -0.433 -0.720  -0.026
C: -1.226 -0.674 -0.168  -0.252
C: -1.847 0.663 0.248  -0.107
H: 4.431 0.012 0.843  0.028
H: -1.872 -1.243 -0.842  0.108
H: -1.061 -1.301 0.720  0.120
H: -2.840 0.523 0.683  0.071
H: -1.205 1.154 0.987  0.080
H: -1.926 1.327 -0.617  0.078

Record 4
DFT (wB97M-V/def2-TZVPD) results for C7H12CdClNO2 as an isolated structure at a distorted geometry.

## Properties
**Net charge**: +2
**Maximum force**: 0.049 hartree/bohr
**ΔE to the lowest compared entry with this formula, charge and spin**: 0.00 kcal/mol
**LUMO**: -13.5 eV
**2S+1**: 1
**HOMO-LUMO gap**: 2.40 eV

Each line ends with the Löwdin charge.
Cartesian coordinates (Å):
C: 2.709 -0.258 0.785  -0.181
C: 1.224 -0.678 0.806  -0.711
Cl: 0.544 0.294 2.083  0.873
C: 0.582 -0.425 -0.556  -0.159
C: -0.952 -0.503 -0.567  -0.329
C: -1.656 0.829 -0.420  -0.115
C: -1.044 1.882 -1.316  -0.199
N: -0.668 2.998 -0.893  0.195
O: -1.292 -1.481 0.405  -0.049
C: -2.562 -1.356 0.990  -0.254
O: -3.557 -1.679 0.399  0.168
H: 2.869 0.763 1.121  0.104
H: 3.290 -0.888 1.462  0.081
H: 3.087 -0.266 -0.292  -0.042
H: 1.141 -1.728 1.014  0.112
H: 0.967 0.505 -0.960  0.114
H: 0.939 -1.222 -1.207  0.117
H: -1.241 -0.912 -1.530  0.167
H: -1.634 1.192 0.597  0.101
H: -2.692 0.757 -0.729  0.146
H: -0.924 1.681 -2.376  0.141
H: -0.831 3.142 0.107  0.092
H: -2.566 -1.018 2.026  0.156
Cd: 4.271 -1.626 -0.949  1.474

Record 5
DFT (wB97M-V/def2-TZVPD) results for C20H21BN6Os as an isolated structure at a distorted geometry.

## Properties
**Net charge**: +2
**Maximum force**: 0.067 hartree/bohr
**ΔE to the lowest compared entry with this formula, charge and spin**: 0.00 kcal/mol
**LUMO (spin up / spin down)**: -6.2 / -9.4 eV
**2S+1**: 5
**HOMO-LUMO gap (spin up / spin down)**: 8.10 / 5.79 eV

Each line ends with the Löwdin charge.
Cartesian coordinates (Å):
H: -2.685 -1.455 0.524  0.127
N: -0.600 -1.725 0.294  -0.158
B: 1.725 -2.600 -0.195  -0.474
N: 0.194 -2.760 -0.208  0.012
C: -0.601 -3.783 -0.551  0.012
Os: 0.159 0.043 0.871  1.576
H: -0.164 -4.692 -0.896  0.142
C: -1.930 -3.403 -0.325  0.002
H: -2.795 -3.994 -0.519  0.113
C: -1.893 -2.117 0.201  -0.076
H: 2.302 -3.567 -0.621  0.136
C: 1.206 1.720 2.315  -0.062
H: 0.642 2.602 2.605  0.069
H: 1.550 1.905 1.266  0.057
H: 2.078 1.517 2.925  0.065
N: 2.116 -2.315 1.290  -0.017
N: 2.099 -1.310 -0.972  0.013
N: 1.556 -1.232 1.959  -0.120
N: 1.604 -0.064 -0.534  -0.162
C: 2.976 -2.948 2.107  -0.022
C: 2.837 -1.113 -2.067  -0.010
H: 3.513 -3.833 1.734  0.154
H: 3.312 -1.971 -2.531  0.152
C: 2.985 -2.290 3.322  -0.021
C: 2.823 0.230 -2.379  -0.021
C: 2.096 -1.218 3.209  -0.091
C: 2.042 0.867 -1.432  -0.095
H: 3.565 -2.551 4.209  0.124
H: 3.323 0.692 -3.226  0.126
H: 1.819 -0.414 3.895  0.117
H: 1.758 1.915 -1.326  0.131
H: 0.599 0.827 2.557  -0.035
C: -2.558 2.441 -3.447  -0.013
C: -1.692 1.345 -3.255  0.001
C: -1.369 0.944 -1.958  -0.027
C: -1.820 1.616 -0.831  -0.179
C: -1.348 1.292 0.502  -0.268
C: -1.961 1.989 1.572  -0.082
C: -2.890 3.023 1.351  -0.014
C: -3.266 3.401 0.078  0.048
C: -2.744 2.712 -1.037  -0.145
C: -3.075 3.104 -2.354  0.034
H: -2.813 2.767 -4.465  0.135
H: -1.269 0.826 -4.113  0.127
H: -0.723 0.083 -1.814  0.089
H: -1.687 1.739 2.602  0.106
H: -3.301 3.548 2.220  0.134
H: -3.957 4.233 -0.057  0.143
H: -3.737 3.972 -2.494  0.144

Record 6
DFT (wB97M-V/def2-TZVPD) results for C14H37N3O4Pd as an isolated structure at a distorted geometry.

## Properties
**Net charge**: +2
**Maximum force**: 0.074 hartree/bohr
**ΔE to the lowest compared entry with this formula, charge and spin**: 65.78 kcal/mol
**LUMO (spin up / spin down)**: -5.0 / -6.6 eV
**2S+1**: 3
**HOMO-LUMO gap (spin up / spin down)**: 10.15 / 8.82 eV

Each line ends with the Löwdin charge.
Cartesian coordinates (Å):
Pd: 0.020 -0.055 0.017  1.165
C: 0.223 1.302 2.967  -0.057
O: -0.546 0.711 1.940  -0.342
C: -1.789 0.271 2.433  -0.175
C: -2.478 -0.882 1.645  -0.154
N: -2.135 -0.729 0.259  -0.114
C: -3.016 0.319 -0.312  -0.165
C: -2.621 0.535 -1.690  -0.159
O: -1.189 0.726 -1.752  -0.283
C: -0.810 1.546 -2.785  -0.115
H: 0.759 0.596 3.601  0.105
H: -0.461 1.961 3.502  0.112
H: 0.982 1.985 2.586  0.095
H: -2.430 1.152 2.386  0.127
H: -1.798 -0.005 3.487  0.140
H: -3.551 -1.017 1.780  0.144
H: -2.055 -1.852 1.908  0.115
H: -2.555 -1.540 -0.174  0.124
H: -3.033 1.148 0.395  0.118
H: -4.032 -0.054 -0.184  0.148
H: -3.127 1.433 -2.043  0.150
H: -2.936 -0.265 -2.360  0.137
H: -1.343 1.260 -3.692  0.112
H: 0.255 1.394 -2.960  0.090
H: -0.834 2.636 -2.789  0.105
C: 1.238 -3.908 1.741  -0.029
C: 1.150 -2.817 0.667  -0.366
C: -0.079 -3.073 -0.283  -0.137
O: -0.031 -1.991 -1.206  -0.312
C: -0.540 -2.097 -2.525  -0.043
N: 0.978 -1.573 1.408  0.011
H: 0.369 -4.113 2.366  0.102
H: 2.177 -3.740 2.269  0.096
H: 1.447 -4.837 1.211  0.094
H: 2.006 -2.611 0.025  0.145
H: -1.074 -3.237 0.130  0.127
H: 0.209 -3.957 -0.853  0.137
H: -0.232 -3.077 -2.890  0.110
H: -0.265 -1.295 -3.210  0.099
H: -1.629 -2.050 -2.513  0.084
H: 0.524 -1.800 2.281  0.096
H: 1.916 -1.449 1.762  0.106
C: 4.061 1.783 -1.090  -0.019
C: 2.780 1.454 -0.296  -0.353
C: 1.634 2.550 -0.446  -0.151
O: 0.356 2.115 0.001  -0.352
C: -0.573 3.193 0.170  -0.054
N: 2.082 0.299 -0.833  0.007
H: 3.826 2.191 -2.072  0.091
H: 4.541 0.820 -1.265  0.088
H: 4.702 2.513 -0.595  0.098
H: 3.045 1.326 0.753  0.145
H: 1.380 2.943 -1.430  0.126
H: 1.972 3.433 0.097  0.135
H: -0.605 3.963 -0.600  0.105
H: -0.229 3.740 1.048  0.102
H: -1.610 2.924 0.372  0.093
H: 2.723 -0.420 -0.531  0.087
H: 2.252 0.223 -1.826  0.112